# 1
DFT (ωB97M-V with the def2-TZVPD basis set) results for a molecular structure, H16Na2O12S in a non-equilibrium geometry.

- LUMO energy (eV) = -2.0
- HOMO energy (eV) = -9.39
- gap between HOMO and LUMO (eV) = 7.40

CARTESIAN COORDINATES (ANGSTROEM)
H -8.483 -11.333 -7.563
H -9.399 -12.393 -10.167
H -12.144 -9.813 -11.888
H -13.451 -9.994 -8.192
Na -13.592 -12.564 -6.532
O -11.863 -9.667 -8.324
H -8.899 -9.537 -9.522
H -11.242 -13.480 -8.058
O -8.842 -12.994 -10.660
H -9.108 -9.228 -6.692
H -7.903 -12.602 -6.976
O -14.338 -10.342 -8.090
Na -12.347 -7.884 -7.004
O -11.201 -9.689 -11.780
H -10.088 -13.986 -8.898
O -8.759 -8.417 -6.320
O -8.146 -9.227 -10.025
S -10.978 -10.819 -8.315
O -12.044 -7.303 -9.727
H -9.417 -13.359 -11.332
H -10.980 -10.189 -10.995
O -7.653 -11.778 -7.393
O -9.769 -10.469 -7.625
O -10.600 -11.111 -9.705
O -10.800 -14.284 -8.331
H -12.068 -8.255 -9.829
H -7.924 -9.959 -10.600
H -8.267 -8.017 -7.037
O -11.574 -11.965 -7.648
H -14.887 -9.566 -7.974
H -11.206 -7.042 -10.108

=====

# 2
DFT (ωB97M-V with the def2-TZVPD basis set) results for 8 unconnected molecules or ions with the total composition H16O8 in a non-equilibrium geometry.

- energy relative to the best compared isomer or geometry (same formula, charge and spin) (kJ/mol) = 215.64
- LUMO energy (eV) = 0.0
- HOMO energy (eV) = -10.90
- gap between HOMO and LUMO (eV) = 10.94

CARTESIAN COORDINATES (ANGSTROEM)
H -2.209 -0.786 -1.357
O 2.020 1.389 1.623
H 1.634 0.821 0.947
O 0.701 -0.885 -3.143
O 2.407 -0.232 -0.694
H -0.568 0.233 2.341
H 0.081 0.001 -0.286
H -0.117 -1.055 -2.673
H 1.447 -0.870 -2.526
O -0.860 0.459 3.210
H -0.302 -1.325 0.389
H -2.683 -2.015 -2.018
O -1.871 -1.605 -1.753
O 0.711 2.125 -1.109
H -2.871 -0.535 1.893
H 0.244 2.273 -0.301
H 3.058 -0.031 -1.322
H 2.821 -0.965 -0.296
H -1.109 -0.389 3.596
H 1.428 1.572 2.349
H 1.566 2.508 -0.971
O -3.034 -0.214 0.974
O -0.324 -0.382 0.509
H -2.169 -0.090 0.618

=====

# 3
DFT (ωB97M-V with the def2-TZVPD basis set) results for 8 unconnected molecules or ions with the total composition H16O8 in a non-equilibrium geometry.

- energy relative to the best compared isomer or geometry (same formula, charge and spin) (kJ/mol) = 382.53
- LUMO energy (eV) = 0.2
- HOMO energy (eV) = -10.35
- gap between HOMO and LUMO (eV) = 10.54

CARTESIAN COORDINATES (ANGSTROEM)
O 0.001 0.162 0.340
O 0.281 -0.445 2.706
H 0.090 -0.733 0.142
O 3.558 1.327 -2.931
H 4.477 1.092 -2.914
H -0.849 3.219 -1.252
H 3.856 1.198 1.804
H -2.609 -2.980 -0.850
H -2.157 -1.380 -2.174
O -1.799 -0.831 -1.514
O 3.591 0.451 1.264
O -3.198 -3.262 -0.208
H 0.494 0.229 2.020
H -1.625 -2.092 2.373
H 3.454 2.310 -3.233
H 0.877 -1.223 2.373
H -1.009 3.598 0.346
O -2.157 -1.643 1.632
H 0.598 0.694 -0.295
H -2.549 -0.452 -0.955
O -0.559 3.757 -0.535
H -1.856 -0.734 1.714
H 3.190 0.835 0.565
H -4.100 -3.097 -0.416

=====

# 4
DFT (ωB97M-V with the def2-TZVPD basis set) results for 8 unconnected molecules or ions with the total composition H16O8.

- energy relative to the best compared isomer or geometry (same formula, charge and spin) (kJ/mol) = 301.33
- LUMO energy (eV) = -0.1
- HOMO energy (eV) = -10.51
- gap between HOMO and LUMO (eV) = 10.44

CARTESIAN COORDINATES (ANGSTROEM)
H 4.476 -0.292 -0.699
H 2.017 -1.241 2.642
H -4.204 2.029 -0.452
H -3.809 0.633 0.001
O -1.560 -0.403 1.370
O 0.695 -0.820 -0.605
O 1.421 -1.984 2.500
H 3.465 -0.243 -1.833
H -0.811 -0.066 1.874
O 1.558 3.886 0.287
H -1.055 1.692 0.127
H 1.134 -1.884 1.586
O -0.444 1.542 -0.603
O -3.481 1.393 -0.494
O 4.269 -0.693 -1.551
H -2.003 -1.002 1.981
H 0.510 -1.752 -0.440
H -2.453 -2.465 -2.405
O -1.931 -2.471 -1.595
H -2.521 -2.861 -0.939
H 0.360 1.227 -0.176
H 2.143 3.171 0.015
H 1.459 -0.833 -1.191
H 0.765 3.436 0.598

=====

Copy entry 1 word for word.
DFT (ωB97M-V with the def2-TZVPD basis set) results for a molecular structure, H16Na2O12S in a non-equilibrium geometry.

- LUMO energy (eV) = -2.0
- HOMO energy (eV) = -9.39
- gap between HOMO and LUMO (eV) = 7.40

CARTESIAN COORDINATES (ANGSTROEM)
H -8.483 -11.333 -7.563
H -9.399 -12.393 -10.167
H -12.144 -9.813 -11.888
H -13.451 -9.994 -8.192
Na -13.592 -12.564 -6.532
O -11.863 -9.667 -8.324
H -8.899 -9.537 -9.522
H -11.242 -13.480 -8.058
O -8.842 -12.994 -10.660
H -9.108 -9.228 -6.692
H -7.903 -12.602 -6.976
O -14.338 -10.342 -8.090
Na -12.347 -7.884 -7.004
O -11.201 -9.689 -11.780
H -10.088 -13.986 -8.898
O -8.759 -8.417 -6.320
O -8.146 -9.227 -10.025
S -10.978 -10.819 -8.315
O -12.044 -7.303 -9.727
H -9.417 -13.359 -11.332
H -10.980 -10.189 -10.995
O -7.653 -11.778 -7.393
O -9.769 -10.469 -7.625
O -10.600 -11.111 -9.705
O -10.800 -14.284 -8.331
H -12.068 -8.255 -9.829
H -7.924 -9.959 -10.600
H -8.267 -8.017 -7.037
O -11.574 -11.965 -7.648
H -14.887 -9.566 -7.974
H -11.206 -7.042 -10.108

=====

Repeat the third record exactly.
DFT (ωB97M-V with the def2-TZVPD basis set) results for 8 unconnected molecules or ions with the total composition H16O8 in a non-equilibrium geometry.

- energy relative to the best compared isomer or geometry (same formula, charge and spin) (kJ/mol) = 382.53
- LUMO energy (eV) = 0.2
- HOMO energy (eV) = -10.35
- gap between HOMO and LUMO (eV) = 10.54

CARTESIAN COORDINATES (ANGSTROEM)
O 0.001 0.162 0.340
O 0.281 -0.445 2.706
H 0.090 -0.733 0.142
O 3.558 1.327 -2.931
H 4.477 1.092 -2.914
H -0.849 3.219 -1.252
H 3.856 1.198 1.804
H -2.609 -2.980 -0.850
H -2.157 -1.380 -2.174
O -1.799 -0.831 -1.514
O 3.591 0.451 1.264
O -3.198 -3.262 -0.208
H 0.494 0.229 2.020
H -1.625 -2.092 2.373
H 3.454 2.310 -3.233
H 0.877 -1.223 2.373
H -1.009 3.598 0.346
O -2.157 -1.643 1.632
H 0.598 0.694 -0.295
H -2.549 -0.452 -0.955
O -0.559 3.757 -0.535
H -1.856 -0.734 1.714
H 3.190 0.835 0.565
H -4.100 -3.097 -0.416